1.
# C41H61BrGeN5O5Ti

C41H61BrGeN5O5Ti as an isolated structure (ωB97M-V/def2-TZVPD, the Open Molecules 2025 dataset).

Structure (XYZ):
```
115
Properties=species:S:1:pos:R:3:lowdin_charge:R:1
H -0.93 -4.75 -3.07 0.14
C -1.99 -2.64 2.45 -0.15
O -1.25 1.86 1.02 -0.38
H -1.35 0.83 -4.09 0.09
N 1.53 2.46 2.17 -0.19
H -3.80 -0.75 -0.94 0.08
O 0.06 3.17 -1.07 -0.33
H -4.19 -5.20 2.85 0.10
H -3.19 2.10 -3.17 0.07
C 0.11 -2.25 -1.41 -0.19
H -3.56 -1.61 -2.46 0.10
C -3.63 -3.81 4.39 -0.06
H 2.19 5.64 -1.81 0.10
C 1.01 -0.88 4.66 -0.08
H 2.62 -5.62 -1.91 0.12
H -1.48 5.09 -2.38 0.07
H -3.49 3.63 1.24 0.06
H -4.38 1.06 2.01 0.10
H 1.11 -2.03 2.87 0.11
H -2.30 -1.64 -1.23 0.04
H 2.51 -3.36 -3.03 0.08
Ti -0.19 0.44 0.16 1.20
H -0.84 -0.72 -3.40 0.04
O -1.17 -0.80 1.20 -0.12
H 1.13 -6.05 -2.73 0.12
C -2.38 1.87 1.90 -0.64
H 0.91 4.90 -3.83 0.09
C 1.71 4.93 -1.14 -0.02
C 4.14 -2.56 -0.89 -0.08
H 3.00 2.48 -1.99 0.07
C -0.44 -3.77 -3.16 -0.11
C 2.02 -4.23 -3.46 -0.18
H 2.69 0.42 -3.65 0.10
H -2.84 0.89 3.78 0.10
H -4.25 0.71 -3.41 0.10
H -4.26 -4.27 5.13 0.11
H 2.42 4.14 -0.92 0.05
C -1.97 1.32 3.27 -0.01
H -1.23 0.54 3.14 0.05
Ge -1.71 2.78 -0.79 1.15
H 1.17 2.47 4.88 0.12
H -1.42 -1.30 4.00 0.08
H -1.19 -3.04 -3.45 0.12
C 3.55 -1.50 -1.56 -0.04
H 0.90 0.50 6.29 0.11
C -1.03 -2.05 1.46 -0.57
C 1.32 0.07 2.45 -0.21
H 0.48 -4.53 -4.95 0.12
H -2.06 4.00 2.21 0.08
H 4.50 -3.41 1.03 0.11
C 1.83 0.35 -2.97 -0.08
H 1.10 1.10 -3.26 0.07
H 1.59 3.34 -3.35 0.06
C -2.45 0.24 -2.33 -0.64
H 1.46 5.45 -0.22 0.08
N 0.12 -1.12 -1.12 0.15
C -0.64 5.41 -1.77 -0.08
H -2.35 -0.61 -4.32 0.09
H -3.22 0.01 1.19 0.07
C 0.46 4.34 -1.79 -0.69
H -2.88 -2.28 5.69 0.11
C 3.98 -2.65 0.47 -0.07
H -1.00 5.57 -0.75 0.08
C 0.72 -3.82 -4.17 -0.14
H 3.78 -1.34 -2.61 0.12
H 0.25 -5.18 -0.70 0.12
C 2.92 2.63 1.78 -0.05
Br -2.74 -4.45 0.39 0.83
H 3.65 1.69 -0.53 0.07
H 1.39 -0.64 -3.09 0.06
O -0.16 -2.77 0.98 0.04
H 1.60 4.17 3.43 0.09
C -2.04 -2.13 3.75 -0.02
N 0.09 -3.45 -1.85 -0.05
C 3.15 -1.77 1.15 0.00
N 1.43 0.00 1.04 -0.03
H 2.98 3.29 0.91 0.07
C 2.71 -0.61 -0.91 -0.23
C -3.06 -1.02 -1.70 -0.01
C 1.16 1.50 4.42 -0.02
H -0.02 3.56 3.02 0.07
H -3.53 3.36 2.98 0.10
H -0.27 6.36 -2.15 0.10
C 1.34 1.36 3.04 -0.20
C -3.59 1.20 -2.71 -0.06
N 2.21 0.57 -1.57 -0.18
H 0.94 4.41 1.80 0.08
H -1.55 2.09 3.91 0.08
H 4.18 1.15 -2.13 0.11
H 3.08 -1.85 2.22 0.10
H 4.76 -3.26 -1.43 0.11
H -0.15 3.48 -3.67 0.08
C 1.00 0.38 5.23 -0.06
C -1.70 -0.09 -3.62 -0.02
C -2.77 -3.75 2.15 -0.58
C -2.90 3.31 2.09 -0.05
H 0.89 -1.75 5.29 0.12
O -1.55 0.86 -1.41 -0.40
C -3.59 -4.34 3.10 -0.11
C 3.32 1.53 -1.56 -0.05
H 2.70 -4.68 -4.17 0.12
H -4.18 1.48 -1.83 0.07
H 3.37 1.67 1.55 0.08
H 1.58 -4.01 -0.52 0.12
C 0.91 -4.49 -1.24 -0.12
H 0.85 -2.84 -4.64 0.11
C -2.86 -2.71 4.70 -0.05
C 1.71 -5.21 -2.33 -0.15
C 2.41 -0.79 0.47 -0.21
C 0.99 3.72 2.64 -0.07
C 1.15 -1.03 3.29 -0.04
C -3.53 1.04 1.33 -0.03
H -3.85 1.47 0.38 0.05
H 3.51 3.09 2.60 0.10
C 0.73 3.99 -3.26 -0.02
```

The energy comes out at -210867.629 eV. As for the charge: +1.



2.
# C41H61N5O6RbSe

C41H61N5O6RbSe as an isolated structure (ωB97M-V/def2-TZVPD, the Open Molecules 2025 dataset).

Structure (XYZ):
```
115
Properties=species:S:1:pos:R:3:lowdin_charge:R:1
H 2.58 -2.84 -1.82 0.08
H -4.57 -6.84 -1.67 0.08
H -1.07 -6.66 -2.88 0.07
C -2.71 -3.56 -0.47 -0.08
C -0.10 -4.02 -2.78 -0.11
H -3.24 -6.32 -0.62 0.09
H -0.42 4.96 -2.04 0.10
C -2.02 -2.41 -0.11 -0.39
H -5.22 4.08 1.60 0.10
C -4.96 5.79 0.32 -0.08
C -4.72 0.99 -0.04 -0.04
C -4.09 -3.65 -0.38 -0.19
H -5.83 -2.58 0.20 0.09
N 0.37 0.54 3.30 -0.01
Se -0.11 -2.50 -0.41 1.07
C 1.10 1.53 2.75 -0.41
H 4.00 -1.54 1.81 0.12
C 3.50 -2.47 -1.37 -0.14
C -4.11 -1.37 0.51 -0.09
C 3.64 -2.90 0.11 -0.16
C -2.32 4.93 0.07 -0.15
C -0.16 -5.77 -4.65 -0.56
C 0.01 5.05 -1.04 0.01
Rb -0.03 1.04 -0.63 0.96
O 0.04 -0.37 -2.82 -0.30
C -4.92 -0.15 0.97 -0.53
H -0.27 0.81 4.03 0.14
H -6.65 -1.23 1.75 0.08
H -2.32 -5.76 -4.88 0.08
H 0.69 -6.74 -2.90 0.09
H 4.33 -2.83 -1.97 0.10
H 1.05 0.77 -4.74 0.08
H -2.07 6.62 -1.24 0.11
H 2.91 -3.66 0.40 0.09
C 0.09 -0.90 -5.77 -0.53
C -2.67 -1.26 0.41 -0.41
H -5.98 6.12 0.42 0.10
H -0.70 0.87 -4.77 0.08
H -5.07 0.68 -1.03 0.09
H 1.98 -5.97 -4.95 0.09
C -1.17 -1.04 -6.64 -0.06
H -1.45 -5.25 -6.33 0.07
C -4.07 6.50 -0.48 -0.08
H -6.44 -5.36 -2.26 0.08
H -4.67 -0.48 3.10 0.08
H 0.22 1.18 -6.26 0.07
H 1.33 -2.19 -7.05 0.07
H -4.97 -5.77 1.17 0.09
H 0.96 4.53 -1.00 0.08
C 0.02 -1.94 -4.63 -0.09
H 4.08 -0.43 -2.04 0.12
C 3.46 -1.59 0.87 -0.22
N 1.13 2.67 3.48 0.18
H -1.50 -6.97 -5.89 0.08
H -2.88 3.32 1.37 0.12
C -4.75 -2.53 0.12 0.00
O -2.06 -0.18 0.77 -0.31
H 0.16 6.11 -0.84 0.09
C -0.07 -2.71 -2.33 -0.42
H -6.83 -0.70 0.06 0.08
H -6.57 -3.73 -1.58 0.07
H -5.05 1.19 2.67 0.07
H -2.14 -4.39 -0.86 0.07
H 4.64 -3.29 0.29 0.10
H -1.26 -2.04 -7.07 0.07
H -4.41 7.38 -1.01 0.10
O 2.42 2.21 -0.23 -0.05
C -2.76 6.07 -0.61 -0.03
H -5.29 1.88 0.26 0.07
H 2.43 -0.59 -1.38 0.09
H -5.33 -4.08 -2.78 0.09
H 1.57 3.47 3.05 0.08
H -3.41 0.54 2.37 0.06
C 1.33 -1.18 -6.63 -0.06
N 1.67 1.29 1.58 0.09
H -0.73 -0.55 2.02 0.04
O -0.52 3.58 0.74 0.00
H -2.06 -0.85 -6.05 0.09
H -6.94 0.47 1.37 0.08
C -5.66 -5.46 0.37 -0.06
C -1.44 -5.95 -5.49 -0.05
H -0.03 -3.49 -6.07 0.09
H 2.40 -1.38 1.06 0.07
H 1.12 -5.38 -6.37 0.07
N 2.33 2.33 0.98 -0.45
H -6.24 -6.34 0.06 0.08
C -0.92 4.45 -0.01 -0.40
H 2.24 -1.07 -6.03 0.09
H -0.25 -7.81 -3.94 0.08
C -3.97 -5.98 -1.37 -0.07
C 3.47 -0.93 -1.29 -0.19
C 0.00 -1.58 -3.22 -0.42
O 3.99 -0.60 -0.01 -0.15
C -4.53 4.65 0.99 -0.07
H -0.04 -1.37 3.31 0.09
C -5.86 -4.49 -1.93 -0.05
C -0.09 -4.34 -4.12 -0.20
C -3.22 4.22 0.87 -0.01
C 1.06 -6.07 -5.53 -0.06
C -4.48 0.31 2.37 -0.05
H 0.36 2.84 4.12 0.10
H -1.15 -0.32 -7.47 0.08
H -0.13 -4.80 -2.02 0.08
H -6.35 -4.73 0.79 0.07
O 2.79 3.29 1.59 0.02
N 0.12 -0.66 2.61 0.07
C -0.20 -6.80 -3.52 -0.07
H 1.38 -0.47 -7.46 0.08
C -4.88 -4.88 -0.82 -0.56
H -3.67 1.25 -0.11 0.07
H 1.02 -7.09 -5.92 0.08
C -6.42 -0.43 1.04 -0.08
C 0.17 0.57 -5.35 -0.08
C -0.03 -3.26 -5.01 -0.02
H -3.41 -5.63 -2.24 0.07
```

The energy comes out at -129244.541 eV. As for the charge: -1.